The following is a quantum chemistry calculation of a cluster of 11 separate species, C44H61N5O12 in total in a non-equilibrium geometry, from the Open Molecules 2025 dataset.

Positions of all 122 atoms, in Å:
C  8.335  20.659  12.245
C  8.436  19.846  13.378
C  9.009  20.603  14.381
N  9.272  21.850  13.897
C  8.865  21.896  12.564
H  7.747  20.428  11.344
H  8.072  18.844  13.512
H  9.191  20.307  15.426
H  9.769  22.620  14.319
H  8.932  22.813  12.014
C  11.066  21.931  9.099
C  12.037  21.786  10.185
C  11.829  20.496  10.662
N  10.817  19.900  10.006
C  10.353  20.741  9.045
H  11.013  22.783  8.443
H  12.764  22.532  10.488
H  12.324  19.990  11.433
H  10.246  19.129  10.357
H  9.589  20.407  8.363
C  12.039  14.681  15.219
C  13.394  15.183  15.266
C  13.314  16.534  15.534
N  11.972  16.882  15.656
C  11.213  15.784  15.404
H  11.711  13.632  15.170
H  14.242  14.496  15.360
H  14.073  17.270  15.843
H  11.638  17.807  15.542
H  10.090  15.796  15.524
C  7.450  11.495  7.523
C  8.823  11.641  7.264
C  9.466  11.961  8.495
N  8.445  11.884  9.438
C  7.304  11.625  8.913
H  6.599  11.230  6.934
H  9.360  11.587  6.338
H  10.508  12.143  8.764
H  8.566  11.861  10.434
H  6.411  11.458  9.452
C  13.710  12.438  8.955
C  14.822  12.272  9.812
C  15.321  13.517  10.065
N  14.601  14.418  9.317
C  13.607  13.802  8.674
H  13.200  11.559  8.506
H  15.224  11.357  10.143
H  16.209  13.743  10.626
H  14.601  15.425  9.385
H  12.858  14.297  8.138
O  8.646  13.026  13.380
C  7.928  13.990  13.164
C  7.114  14.174  11.890
C  6.765  15.662  11.940
C  6.890  15.942  13.465
O  7.883  15.042  13.990
H  7.767  13.889  11.008
H  6.176  13.592  11.816
H  7.505  16.302  11.499
H  5.748  15.899  11.634
H  7.258  16.923  13.748
H  5.941  15.761  13.998
O  15.723  16.262  11.684
C  16.383  15.994  12.602
C  16.598  14.647  13.201
C  17.189  15.059  14.598
C  18.011  16.292  14.235
O  17.121  16.908  13.275
H  15.745  14.012  13.255
H  17.403  14.191  12.612
H  16.368  15.329  15.316
H  17.741  14.296  15.140
H  18.103  16.993  15.028
H  18.980  16.022  13.681
O  16.175  11.469  13.871
C  15.075  11.204  13.490
C  14.580  9.854  12.930
C  13.124  10.119  12.716
C  12.935  11.602  12.647
O  14.100  12.116  13.302
H  15.174  9.677  12.087
H  14.834  9.030  13.601
H  12.636  9.736  11.786
H  12.514  9.712  13.526
H  12.906  12.014  11.629
H  12.038  12.029  13.141
O  12.275  16.729  8.097
C  13.095  17.597  8.252
C  13.233  18.900  7.480
C  14.448  19.580  8.178
C  14.798  18.750  9.393
O  14.070  17.436  9.234
H  13.457  18.561  6.437
H  12.285  19.495  7.472
H  15.284  19.514  7.441
H  14.220  20.614  8.529
H  15.815  18.398  9.445
H  14.557  19.123  10.394
O  5.828  17.387  7.190
C  7.022  17.073  7.328
C  7.533  15.701  7.815
C  9.025  15.865  7.500
C  9.273  17.348  7.489
O  8.000  17.987  7.343
H  7.249  15.497  8.834
H  7.109  14.909  7.188
H  9.714  15.368  8.204
H  9.210  15.438  6.474
H  9.752  17.784  8.349
H  9.808  17.685  6.601
O  9.563  17.516  10.763
C  10.409  16.743  11.045
C  11.798  16.934  11.525
C  12.368  15.534  11.628
C  11.153  14.603  11.707
O  10.048  15.432  11.149
H  12.370  17.652  10.923
H  11.676  17.516  12.458
H  13.060  15.340  10.822
H  12.925  15.397  12.537
H  11.193  13.758  11.044
H  10.900  14.266  12.757

The net charge is 0. Its total energy is -78637.2093 eV. Its spin multiplicity is 1. For the frontier orbital gap, the calculation gives 8.5558 eV.

=====

The following is a quantum chemistry calculation of a cluster of 3 separate species, C2H10NO2 in total in a non-equilibrium geometry, from the Open Molecules 2025 dataset.

Positions of all 15 atoms, in Å:
C  0.216  0.722  1.516
C  0.346  1.572  -0.923
N  0.190  1.740  0.382
H  1.236  0.316  1.779
H  -0.266  -0.315  1.214
H  -0.070  1.251  2.333
H  0.832  0.636  -1.348
H  0.304  2.582  -1.583
H  -0.176  2.571  0.804
H  -0.066  -3.045  0.446
H  0.749  -2.838  -1.053
O  0.207  -2.502  -0.276
H  -1.608  -0.943  -1.791
H  -0.859  -1.196  -0.377
O  -1.037  -0.552  -1.122

The net charge is +1. The value obtained for the energy above the lowest of the compared OMol25 structures with the same formula, charge and spin is 239.42 kJ/mol. Its total energy is -7812.5289 eV. Its spin multiplicity is 1. For the frontier orbital gap, the calculation gives 10.1945 eV.

=====

The following is a quantum chemistry calculation of a structure of composition C28H44As3FeN4OS, from the Open Molecules 2025 dataset.

Positions of all 82 atoms, in Å:
Fe  0.395  -1.297  0.732
N  0.288  -1.339  2.786
C  1.542  -1.123  3.419
C  1.710  -0.880  4.751
C  3.005  -0.707  5.289
C  4.108  -0.812  4.492
C  3.960  -1.055  3.104
C  5.052  -1.190  2.216
C  4.808  -1.417  0.897
C  3.470  -1.465  0.441
N  2.430  -1.326  1.224
C  2.669  -1.169  2.564
H  0.074  -2.337  2.707
H  -0.470  -0.886  3.279
H  0.849  -0.842  5.407
H  3.111  -0.514  6.348
H  5.104  -0.710  4.903
H  6.062  -1.120  2.601
H  5.608  -1.544  0.181
H  3.281  -1.616  -0.609
C  -0.377  -1.429  -3.339
As  0.745  -1.344  -1.748
C  1.905  -2.835  -2.259
C  1.907  0.177  -2.282
C  1.412  1.637  -2.167
C  2.492  2.500  -2.840
C  1.312  2.118  -0.711
As  0.280  1.116  0.628
C  0.999  2.074  2.174
C  -1.496  1.902  0.629
C  0.072  1.799  -2.900
As  -0.485  3.610  -3.485
C  -1.985  2.947  -4.561
C  -1.581  4.172  -1.958
H  0.294  -1.414  -4.200
H  -1.082  -0.611  -3.412
H  -0.910  -2.373  -3.275
H  2.752  -2.501  -2.862
H  1.285  -3.515  -2.841
H  2.224  -3.371  -1.369
H  2.174  -0.002  -3.329
H  2.834  0.086  -1.708
H  3.473  2.268  -2.418
H  2.306  3.566  -2.703
H  2.532  2.308  -3.915
H  0.951  3.151  -0.688
H  2.321  2.139  -0.284
H  0.975  3.150  1.998
H  2.025  1.761  2.364
H  0.394  1.846  3.053
H  -1.447  2.988  0.692
H  -2.026  1.503  1.495
H  -2.050  1.602  -0.255
H  -0.748  1.361  -2.322
H  0.118  1.243  -3.840
H  -1.604  2.468  -5.462
H  -2.615  3.786  -4.855
H  -2.582  2.230  -3.996
H  -0.952  4.483  -1.125
H  -2.252  3.378  -1.633
H  -2.173  5.032  -2.273
O  -1.300  -3.610  -1.266
S  -1.168  -3.333  0.197
N  0.405  -3.164  0.581
C  -3.179  -0.727  -1.582
C  -3.692  -0.816  -0.180
C  -4.970  -0.365  0.124
C  -5.495  -0.521  1.397
C  -4.732  -1.154  2.362
C  -3.440  -1.598  2.090
C  -2.682  -2.283  3.198
C  -2.884  -1.404  0.812
N  -1.550  -1.762  0.514
H  -3.850  -0.143  -2.216
H  -3.056  -1.725  -2.003
H  -2.187  -0.277  -1.595
H  -5.566  0.092  -0.658
H  -6.495  -0.177  1.625
H  -5.144  -1.316  3.352
H  -3.378  -2.750  3.895
H  -2.094  -1.570  3.785
H  -2.015  -3.055  2.817

The net charge is 0. Its total energy is -265494.2976 eV. Its spin multiplicity is 2. The expectation value of S² is 0.806. For the frontier orbital gap (spin up / spin down), the calculation gives 6.0500 / 6.0642 eV.

=====

The following is a quantum chemistry calculation of a structure of composition C21H17I2IrN3O2S in a non-equilibrium geometry, from the Open Molecules 2025 dataset.

Positions of all 47 atoms, in Å:
Ir  -1.452  -0.539  -1.062
O  -2.491  1.324  2.306
S  -1.638  0.326  1.748
O  -2.203  -0.949  1.290
N  -0.948  0.797  0.377
C  -0.395  2.006  0.003
C  -0.107  3.110  0.761
C  0.496  4.235  0.154
C  0.809  4.250  -1.178
C  0.507  3.121  -1.977
C  0.770  3.035  -3.364
C  0.429  1.908  -4.057
C  -0.190  0.844  -3.380
N  -0.439  0.888  -2.091
C  -0.101  2.014  -1.370
C  -0.341  -0.010  2.873
C  -0.101  0.874  3.915
C  0.945  0.609  4.788
C  1.723  -0.525  4.614
C  1.466  -1.408  3.570
C  0.428  -1.156  2.692
H  -0.355  3.119  1.813
H  0.706  5.104  0.763
H  1.274  5.111  -1.637
H  1.238  3.874  -3.864
H  0.619  1.815  -5.116
H  -0.489  -0.054  -3.903
H  -0.739  1.739  4.045
H  1.146  1.285  5.607
H  2.528  -0.735  5.307
H  2.076  -2.294  3.449
H  0.189  -1.842  1.890
I  -3.802  0.651  -2.157
C  -3.182  -1.350  -1.830
H  -3.175  -1.884  -2.776
H  -3.849  -1.799  -1.097
I  2.244  -0.329  -0.500
C  1.212  -2.100  -0.830
C  1.961  -3.268  -0.748
C  1.349  -4.487  -0.958
C  -0.003  -4.515  -1.246
C  -0.686  -3.324  -1.319
N  -0.102  -2.115  -1.119
H  3.015  -3.203  -0.525
H  1.925  -5.402  -0.900
H  -0.529  -5.444  -1.416
H  -1.739  -3.308  -1.543

The net charge is +1. The value obtained for the energy above the lowest of the compared OMol25 structures with the same formula, charge and spin is 49.99 kJ/mol. Its total energy is -60486.6354 eV. Its spin multiplicity is 1. For the frontier orbital gap, the calculation gives 7.0256 eV.